A 12-piece molecular cluster, C42H102O19 overall in a non-equilibrium geometry. Source: the Open Molecules 2025 dataset; level of theory: wB97M-V/def2-TZVPD.

The geometry in XYZ format:
```
163
Properties=species:S:1:pos:R:3:forces:R:3
C -8.70167 14.96492 26.91658 1.416 -0.418 0.797
C -8.45689 15.72234 25.62354 -1.014 -0.209 -1.049
C -8.59380 17.17478 26.06850 1.092 -0.835 -0.644
O -7.84827 17.18329 27.25718 -0.266 -0.640 1.706
C -8.15184 15.95095 27.99508 -0.646 0.498 -0.789
H -8.12505 14.04248 26.98521 0.083 -0.118 -0.223
H -9.72880 14.64910 27.09925 -0.150 0.485 -0.148
H -9.18053 15.43809 24.85957 -0.345 0.109 -0.022
H -7.51134 15.52377 25.11898 0.317 0.090 0.584
H -9.65077 17.41833 26.17623 -0.095 0.366 0.233
H -8.05298 17.85381 25.40930 -0.479 0.186 -0.153
H -8.92327 16.10973 28.74859 -0.089 0.408 0.062
H -7.26388 15.62332 28.53570 0.149 0.039 -0.390
C -4.86800 8.42622 17.64504 -0.482 0.985 -0.828
C -5.60536 8.36296 18.92500 -0.552 -0.625 0.981
C -6.30402 6.99925 18.85129 0.921 0.861 -0.329
O -6.72745 6.94316 17.47065 0.302 0.079 -0.001
C -5.87363 7.79208 16.64330 1.077 -0.055 1.080
H -3.89868 7.95835 17.81717 -0.088 -0.496 -0.689
H -4.65982 9.48305 17.47810 0.101 0.011 -0.674
H -6.42414 9.08010 18.98343 0.284 0.493 0.169
H -4.81910 8.49438 19.66839 -0.700 -0.052 0.815
H -7.12966 6.93720 19.56021 -0.294 -0.153 -0.454
H -5.57856 6.22488 19.10060 -0.034 -0.420 -0.223
H -6.46890 8.54422 16.12557 -0.186 -0.010 0.190
H -5.29280 7.24480 15.90086 -0.424 -0.523 -0.054
C -7.93041 9.82571 26.03179 -0.239 0.216 -0.789
C -7.06131 9.32022 24.87613 0.277 -0.345 -0.174
C -5.65542 9.08685 25.50070 -1.898 1.673 0.437
O -5.95190 8.89878 26.88652 -0.263 -1.139 1.160
C -7.33908 9.14531 27.22790 0.713 0.470 0.016
H -8.97824 9.53626 25.95201 0.031 0.036 -0.389
H -7.91082 10.91462 26.07635 0.179 0.118 0.245
H -7.01908 9.98911 24.01653 -0.122 0.025 0.013
H -7.49101 8.37160 24.55429 0.173 -0.147 -0.233
H -5.09207 10.01994 25.51036 0.279 -0.110 -0.662
H -5.08847 8.30784 24.99100 -0.021 -0.240 0.538
H -7.42828 9.78861 28.10329 0.517 0.047 0.148
H -7.91128 8.25735 27.49662 0.382 -0.545 -0.260
C -1.83228 13.68942 18.42153 -0.155 0.972 0.104
O -2.28927 12.39020 18.60189 0.471 -1.864 0.678
C -3.67590 12.16011 18.81960 -0.520 1.236 -0.775
C -4.33478 12.97840 19.92635 -0.159 0.373 -0.110
O -4.52999 14.34945 19.54749 0.350 -0.624 -0.366
C -4.36226 15.25184 20.60625 -0.624 0.565 -0.121
H -2.26615 14.15968 17.53908 -0.482 0.244 0.099
H -0.75892 13.77071 18.25013 0.157 -0.943 0.034
H -1.99234 14.27395 19.32751 -0.324 0.402 -0.108
H -3.95173 11.11460 18.95716 1.014 -0.275 0.525
H -4.14903 12.33566 17.85345 -0.523 0.619 -0.111
H -3.78132 12.91849 20.86348 0.446 0.019 0.050
H -5.30237 12.55523 20.19615 -0.264 -0.271 -0.244
H -4.25711 16.26544 20.21938 0.606 -0.100 -0.416
H -3.51254 14.96321 21.22493 -0.056 0.202 0.239
H -5.28404 15.37455 21.17489 -0.061 -0.607 0.622
C -10.82978 13.99666 18.62658 -0.740 -0.294 -0.050
O -9.94755 14.62368 17.74256 1.622 1.192 0.037
C -8.68806 15.07661 18.32526 -1.360 0.989 0.588
C -8.91996 16.12861 19.48265 0.280 -1.312 -0.328
O -9.21868 15.36481 20.63124 -1.395 -0.209 1.247
C -10.10894 16.00144 21.56599 0.454 0.475 -0.737
H -10.42660 13.10549 19.10759 0.325 -0.166 -0.041
H -11.67162 13.69986 18.00103 -0.066 -0.129 0.144
H -11.21327 14.63506 19.42250 0.027 0.223 -0.048
H -8.11625 15.62029 17.57323 -0.126 -0.485 -0.396
H -8.18837 14.16746 18.65971 0.456 0.317 0.303
H -9.69425 16.82742 19.16605 -0.568 -0.232 0.049
H -8.09066 16.77059 19.77968 0.649 -0.085 -0.660
H -9.65028 16.93056 21.90432 0.145 0.031 0.435
H -10.37719 15.35749 22.40352 0.496 -0.203 -0.131
H -11.05019 16.31368 21.11359 -0.153 -0.193 -0.429
C -10.44913 12.10879 24.07715 1.155 -0.200 0.031
O -9.53557 11.50491 23.14358 -0.561 1.531 -0.961
C -9.29228 12.45032 22.05470 0.397 -0.721 -0.019
C -8.32200 11.87264 21.02127 -0.753 -1.049 0.741
O -8.81077 10.63424 20.41069 0.763 2.152 -0.022
C -8.53443 9.44458 21.07741 -0.407 -1.380 0.209
H -11.48539 12.15375 23.74212 -0.022 -0.193 -0.201
H -10.09694 13.12048 24.27853 -0.120 0.295 0.102
H -10.35147 11.55847 25.01294 -0.243 -0.144 -0.099
H -8.85522 13.38631 22.40257 0.364 0.060 0.545
H -10.19331 12.80860 21.55682 -0.417 -0.518 0.054
H -7.35213 11.72646 21.49674 0.163 -0.461 0.139
H -8.14614 12.65365 20.28154 -0.349 -0.292 -0.420
H -7.55676 9.32470 21.54421 0.319 0.595 -0.028
H -8.61307 8.63908 20.34728 0.088 0.063 -0.321
H -9.27740 9.17535 21.82815 -0.132 0.413 0.309
C -7.70427 12.17237 31.29231 1.752 -0.918 0.733
O -8.38982 11.71709 30.15909 0.611 0.618 0.067
C -9.73923 11.99663 30.30187 -1.703 -0.207 -1.189
C -10.47020 11.75592 28.95762 0.386 0.210 0.507
O -10.70306 10.37412 28.82827 0.055 -0.779 0.253
C -11.43572 9.92108 27.68608 1.139 0.862 0.240
H -6.63130 12.07644 31.12611 0.030 -0.285 -0.369
H -7.90180 11.52898 32.14971 -0.298 -0.061 0.209
H -7.77509 13.20250 31.64150 -0.962 0.383 -0.566
H -9.84061 13.03825 30.60657 -0.368 0.177 0.058
H -10.23273 11.33128 31.01030 0.106 0.007 0.483
H -9.82022 12.21634 28.21356 0.249 -0.438 -0.638
H -11.41095 12.30011 28.87424 -0.304 0.155 0.392
H -12.29242 10.58206 27.55463 -0.229 -0.211 -0.351
H -11.70932 8.86906 27.76668 -0.155 0.203 0.597
H -10.73843 9.95540 26.84900 -0.357 0.293 -0.468
C -17.44505 12.31004 18.78542 0.363 -0.853 0.962
O -16.17263 11.80532 19.28922 -0.823 0.718 -1.889
C -15.12907 12.00308 18.30114 0.597 -1.258 1.700
C -13.87661 11.24705 18.85873 -0.381 1.444 0.183
O -13.31110 11.95305 19.99600 0.075 -0.643 -1.300
C -12.20276 11.23491 20.51576 -0.744 -0.120 1.161
H -17.80702 11.83478 17.87372 0.693 0.025 -0.544
H -17.44632 13.39620 18.69403 0.069 0.026 -0.057
H -18.21911 11.98324 19.47978 0.230 0.345 0.487
H -14.96227 13.06435 18.11675 0.230 0.145 0.230
H -15.37127 11.54729 17.34109 -0.298 -0.204 -0.066
H -13.13248 11.13865 18.06967 0.215 0.174 -0.166
H -14.14929 10.23537 19.15914 -0.299 -0.050 0.116
H -12.51881 10.23697 20.81962 -0.059 -0.433 -0.280
H -11.96838 11.69435 21.47601 0.228 0.278 -0.196
H -11.30051 11.14283 19.91113 -0.143 0.278 -0.388
C -7.35686 11.78553 16.99964 -1.251 -0.113 0.251
O -7.61742 11.09328 15.79308 0.915 -0.214 -0.323
C -8.37514 11.87112 14.90292 -0.771 -1.456 -1.803
C -8.69476 11.05572 13.53647 -0.117 -0.073 2.068
O -9.42235 9.86490 13.89346 -0.497 -0.581 -1.126
C -10.27454 9.22586 12.84774 0.932 0.656 1.281
H -8.33168 11.95608 17.45652 -0.193 0.000 0.523
H -6.94602 12.79065 16.90448 0.564 -0.026 -0.483
H -6.77268 11.16270 17.67707 0.124 -0.021 -0.270
H -7.80629 12.75563 14.61632 -0.232 0.379 0.028
H -9.34023 12.07681 15.36595 -0.112 0.525 0.030
H -7.73291 10.83314 13.07451 -0.027 -0.272 -0.225
H -9.32925 11.63115 12.86237 0.188 0.450 0.062
H -10.76807 8.37874 13.32410 0.141 0.159 0.230
H -9.68991 8.82644 12.01902 0.185 0.308 -0.039
H -11.05110 9.91355 12.51288 0.157 0.175 -0.118
C -0.87348 12.19007 21.99132 0.087 0.101 0.193
O -1.82920 12.05078 23.00930 -0.783 -0.322 0.276
C -2.10156 13.25195 23.72003 -1.290 -0.982 -0.224
C -3.46374 13.13828 24.47166 0.129 0.393 -0.552
O -4.62286 13.24507 23.59243 1.713 -0.235 -0.066
C -5.86659 13.14716 24.23003 -0.107 0.055 0.882
H -1.33942 12.71793 21.15923 0.427 0.298 -0.190
H -0.53919 11.21586 21.63457 -0.227 -0.068 0.193
H -0.02530 12.69506 22.45357 0.332 0.304 -0.559
H -2.17446 14.08834 23.02488 0.163 0.219 -0.028
H -1.27047 13.36374 24.41637 -0.170 0.514 0.311
H -3.40978 13.97718 25.16553 -0.485 0.264 0.191
H -3.51719 12.23128 25.07381 -0.012 -0.227 -0.113
H -6.68088 13.26745 23.51549 0.269 0.260 -0.196
H -5.92802 13.89477 25.02085 -0.242 0.408 0.005
H -6.06929 12.20937 24.74731 0.425 -0.532 -0.140
C -3.97169 9.71634 22.15276 0.088 -0.937 -0.889
O -3.67080 10.20398 23.40335 -0.721 -0.207 1.108
H -4.96429 9.91871 21.75041 -0.316 0.907 0.118
H -3.21172 10.01835 21.43211 -0.035 -0.011 -0.351
H -4.00864 8.62714 22.17221 0.460 -0.304 0.150
H -3.10051 10.97202 23.32273 0.282 0.091 -0.321
C -10.22425 9.16777 17.44457 0.891 1.028 0.732
O -10.87421 9.31202 16.23307 -1.519 -0.425 -0.562
H -9.97747 10.16306 17.81416 0.652 0.276 0.148
H -10.84291 8.81876 18.27134 -0.358 -0.751 -0.483
H -9.31187 8.58704 17.30881 0.063 -0.210 0.491
H -10.22662 9.45224 15.53839 0.301 0.182 -0.257
```
Positions in Å, forces in eV/Å.

Its energy relative to the best compared isomer or geometry (same formula, charge and spin) is 0.000 eV. The total energy is -84097.2809 eV. As for the structure (SMILES): C1CCOC1.C1CCOC1.C1CCOC1.COCCOC.COCCOC.COCCOC.COCCOC.COCCOC.COCCOC.COCCOC.CO.CO. The value obtained for the largest force on an atom is 2.568 eV Å⁻¹. Its charge is 0.

Here are the Löwdin charges for atoms 1 to 6, given in e: atom 1 (C): -0.164, atom 2 (C): -0.179, atom 3 (C): -0.220, atom 4 (O): -0.143, atom 5 (C): -0.148, atom 6 (H): 0.096



C45H72N6O2PRuTe as an isolated structure in a non-equilibrium geometry. Source: the Open Molecules 2025 dataset; level of theory: wB97M-V/def2-TZVPD.

The geometry in XYZ format:
```
128
Properties=species:S:1:pos:R:3:forces:R:3
Ru 1.30478 -0.56665 0.90921 0.159 -0.071 1.220
N 1.02803 -0.24693 3.30177 -0.054 0.332 -0.465
C 1.90092 0.62063 4.10077 0.142 -0.032 0.207
C 3.31778 0.06489 4.17075 -0.170 0.088 -0.276
C 4.12252 0.25944 2.89389 0.051 0.008 0.179
N 3.68840 -0.64199 1.81104 -0.364 0.098 -0.230
H 0.09249 0.14306 3.23897 -0.063 -0.103 0.104
H 0.95313 -1.16095 3.73071 -0.048 -0.063 0.019
H 1.51781 0.72899 5.12012 -0.062 0.021 -0.042
H 1.90599 1.60702 3.63487 -0.030 -0.045 0.002
H 3.27597 -1.00348 4.41278 0.069 0.017 0.117
H 3.84566 0.56014 4.98574 0.025 -0.034 0.022
H 5.18057 0.09897 3.12025 -0.004 0.022 -0.079
H 4.00544 1.28342 2.53430 0.022 -0.003 -0.004
H 3.79062 -1.60973 2.10026 0.062 -0.029 0.022
H 4.29573 -0.49935 1.01094 0.113 -0.088 0.019
C 0.99119 -1.40026 -7.43658 -0.044 -0.038 -0.014
C 1.40694 -1.35480 -5.99892 0.013 -0.018 0.135
C 0.87417 -0.42647 -5.11448 0.061 0.001 0.000
C 1.23163 -0.39706 -3.77292 0.111 0.151 0.133
C 0.62453 0.68663 -2.92384 0.105 -0.015 -0.132
C 2.16284 -1.33662 -3.29790 0.085 0.201 0.202
Te 2.79575 -1.38593 -1.28480 0.029 0.139 -0.578
C 2.73097 -2.28037 -4.18046 0.100 -0.093 0.128
C 3.72139 -3.31996 -3.72938 -0.077 0.006 0.031
C 2.33642 -2.26955 -5.50532 -0.038 0.007 -0.075
H 0.47019 -0.49277 -7.73515 0.010 0.004 -0.005
H 0.31787 -2.24516 -7.59786 -0.001 0.015 -0.036
H 1.85239 -1.54464 -8.08823 -0.006 0.018 -0.009
H 0.16666 0.31175 -5.47599 -0.016 -0.020 -0.026
H 1.10306 1.64221 -3.15036 -0.014 0.038 0.050
H 0.74975 0.50234 -1.85885 0.014 0.041 0.018
H -0.43817 0.78783 -3.14733 -0.004 0.058 -0.013
H 4.48784 -2.88768 -3.08594 0.043 -0.066 -0.045
H 4.20775 -3.78392 -4.58421 0.002 0.007 -0.012
H 3.21727 -4.10970 -3.16587 0.052 0.010 0.028
H 2.76776 -2.99783 -6.18245 0.007 0.004 0.001
O -1.01547 -0.98346 1.49593 0.934 0.234 0.070
P -2.19371 -0.98359 0.54038 -0.699 -0.132 -0.813
C -2.07264 0.48311 -0.57046 0.130 -0.327 0.451
C -1.66160 1.70662 0.27321 0.071 0.025 -0.135
C -1.49642 2.97777 -0.56489 -0.105 -0.116 -0.052
C -2.61870 3.16123 -1.60777 -0.038 -0.010 0.065
C -3.78598 2.20750 -1.36937 0.144 0.018 -0.086
C -3.31683 0.75325 -1.44852 -0.137 0.093 0.104
C -3.79262 -1.03558 1.43654 0.456 0.097 -0.180
C -4.10695 0.28715 2.15504 -0.217 -0.071 0.068
C -5.22059 0.05183 3.17454 0.127 -0.031 0.045
C -4.72351 -0.85046 4.31946 0.049 0.001 -0.064
C -3.56915 -1.75373 3.86354 -0.129 -0.001 -0.056
C -3.78525 -2.22860 2.42790 0.092 0.025 0.101
C -2.13855 -2.51082 -0.48725 0.047 0.415 0.227
C -0.75712 -2.66215 -1.16862 -0.128 -0.004 -0.128
C -0.85418 -2.56525 -2.68764 -0.046 -0.302 0.016
C -1.75462 -3.67990 -3.23241 -0.039 0.117 0.089
C -3.04481 -3.84638 -2.39868 0.035 0.078 -0.037
C -3.28929 -2.63899 -1.49314 0.001 -0.153 -0.035
H -1.21797 0.21814 -1.21185 -0.202 0.056 0.100
H -0.72126 1.50256 0.78517 0.009 0.027 0.109
H -2.40679 1.88903 1.04579 -0.011 -0.010 -0.002
H -0.52401 2.96404 -1.06217 0.080 -0.006 -0.017
H -1.48084 3.82114 0.12620 0.013 -0.017 -0.035
H -2.23126 2.97845 -2.61444 0.006 0.022 -0.003
H -2.97913 4.19008 -1.59102 0.027 0.007 -0.081
H -4.54841 2.37094 -2.13172 -0.074 -0.009 0.068
H -4.25099 2.41324 -0.40203 -0.013 -0.004 0.001
H -3.06688 0.53710 -2.49034 -0.046 -0.084 -0.014
H -4.14363 0.09319 -1.17654 -0.004 0.028 -0.074
H -4.55770 -1.20342 0.67263 0.018 -0.007 0.011
H -4.41530 1.04183 1.42974 0.080 0.005 0.006
H -3.21962 0.65452 2.67696 0.003 0.084 -0.040
H -6.06646 -0.41617 2.66424 -0.026 0.038 0.003
H -5.57325 1.00459 3.56846 -0.054 -0.018 -0.012
H -5.54853 -1.46630 4.67994 0.010 0.013 0.043
H -4.38993 -0.24105 5.16082 -0.037 -0.005 0.015
H -3.48861 -2.61616 4.52653 0.046 0.011 0.025
H -2.61910 -1.21489 3.91719 0.032 -0.018 0.024
H -4.73743 -2.75906 2.36753 0.011 -0.023 -0.054
H -3.00316 -2.94541 2.16618 -0.075 -0.087 -0.012
H -2.24470 -3.31037 0.25313 -0.033 -0.017 -0.021
H -0.32157 -3.63193 -0.91035 0.032 0.031 0.073
H -0.05693 -1.90998 -0.78733 0.041 -0.016 -0.022
H 0.14305 -2.64829 -3.12577 -0.246 -0.018 0.027
H -1.24621 -1.58620 -2.98033 0.020 0.007 0.014
H -1.19790 -4.61894 -3.22791 0.014 0.003 -0.064
H -1.99977 -3.45930 -4.27182 0.005 -0.046 -0.018
H -2.97571 -4.74051 -1.77386 -0.036 -0.012 -0.005
H -3.90132 -3.98486 -3.05768 -0.017 -0.068 0.035
H -4.23290 -2.76087 -0.95813 -0.033 0.046 -0.054
H -3.37151 -1.74151 -2.10940 -0.033 -0.049 0.048
C 2.98533 6.02827 -0.56461 -0.148 0.151 -0.083
N 2.99637 4.59119 -0.39485 0.264 -0.089 -0.010
N 2.14154 3.92283 0.46086 -0.080 -0.073 -0.089
C 2.36511 2.56939 0.35082 0.098 0.146 -0.281
O 1.73088 1.73601 1.05386 -0.248 -0.495 0.099
C 3.37122 2.42493 -0.63600 -0.077 -0.165 0.066
C 3.72100 3.68369 -1.06975 -0.088 0.010 0.147
C 4.70427 4.07976 -2.11262 -0.033 0.097 -0.010
C 1.43707 4.58527 1.50876 -0.048 0.113 0.140
C 0.37760 5.43549 1.22255 0.057 -0.048 -0.038
C -0.26345 6.09518 2.26006 -0.039 0.043 -0.019
C 0.14349 5.89952 3.57202 -0.006 -0.020 0.008
C 1.19526 5.03812 3.85204 0.009 -0.028 0.006
C 1.84753 4.38321 2.81996 0.058 -0.001 -0.049
H 2.72786 6.51144 0.37340 0.047 -0.020 0.033
H 2.27149 6.33565 -1.33186 -0.015 -0.026 0.044
H 3.97882 6.35152 -0.86214 0.017 -0.042 0.029
H 3.79388 1.49206 -0.96531 0.010 0.030 -0.070
H 5.24480 3.20369 -2.45991 -0.005 0.001 -0.014
H 5.42450 4.80051 -1.72456 0.030 -0.036 0.005
H 4.20200 4.54196 -2.96446 0.015 -0.027 -0.005
H 0.06310 5.58695 0.19748 0.028 -0.014 0.007
H -1.08261 6.76620 2.03856 0.007 0.008 0.018
H -0.35302 6.42484 4.37664 -0.012 -0.007 -0.007
H 1.52284 4.89062 4.87245 -0.015 0.005 0.003
H 2.68476 3.72579 3.01958 0.003 0.029 -0.008
C -0.21968 -5.78983 2.90824 -0.154 -0.185 0.021
N 0.68776 -4.80672 2.34283 0.057 0.079 -0.002
C 1.86374 -5.07925 1.69528 0.126 0.046 -0.114
C 2.36743 -3.87508 1.30175 -0.026 -0.152 0.084
N 1.52121 -2.87078 1.70852 -0.224 0.198 -0.295
C 0.51906 -3.47227 2.32291 0.031 0.008 0.070
H 0.33655 -6.51868 3.49314 0.029 0.058 0.031
H -0.75642 -6.31499 2.11884 0.015 0.045 -0.014
H -0.93800 -5.29250 3.55493 0.028 0.039 0.004
H 2.23257 -6.08297 1.57037 -0.016 0.011 0.023
H 3.27810 -3.67775 0.76052 0.005 -0.036 0.012
H -0.33430 -2.97193 2.75467 -0.031 -0.044 -0.065
```
Positions in Å, forces in eV/Å.

Its energy relative to the best compared isomer or geometry (same formula, charge and spin) is 0.348 eV. The total energy is -80022.5517 eV. The value obtained for the largest force on an atom is 1.232 eV Å⁻¹. The spin multiplicity is 6. Its charge is +2.

Here are the Löwdin charges for atoms 1 to 6, given in e: atom 1 (Ru): 1.059, atom 2 (N): -0.036, atom 3 (C): -0.242, atom 4 (C): -0.175, atom 5 (C): -0.240, atom 6 (N): -0.058